Entry 1:
DFT (wB97M-V/def2-TZVPD) results for 2 unconnected molecules or ions with the total composition C5H5NO2 in a non-equilibrium geometry.

Gap between HOMO and LUMO = 8.0 eV
Highest occupied orbital energy = -9.532 eV
E_tot = -10844.26946 eV
LUMO = -1.504 eV
Molar mass = 111.10 g mol⁻¹
Charge = 0

Positions of all 13 atoms, in Å:
O (-1.226, 2.518, 1.182)
C (1.309, -0.279, -1.147)
O (2.365, -0.663, -1.806)
H (0.933, -2.311, -0.624)
H (-1.559, -1.152, -0.387)
C (0.568, 1.065, -0.778)
C (-1.118, 1.316, 1.351)
H (-1.076, 0.380, 2.976)
C (-0.708, -0.857, 0.064)
N (0.386, -1.325, -0.818)
H (-0.642, -1.198, 1.126)
H (1.276, 1.832, -0.979)
C (-0.507, 0.672, -0.158)

Atom charges from the Mulliken analysis, given in e for atoms 1 to 2: -0.3274, 0.4643



Entry 2:
DFT (wB97M-V/def2-TZVPD) results for a molecular structure, C5H5NO3 in a non-equilibrium geometry.

Gap between HOMO and LUMO = 7.8 eV
Highest occupied orbital energy = -8.084 eV
E_tot = -12892.69140 eV
LUMO = -0.326 eV
Molar mass = 127.10 g mol⁻¹
Charge = 0

Positions of all 14 atoms, in Å:
H (-1.341, -0.183, -1.758)
N (0.571, -0.548, -0.825)
C (0.292, 1.411, 0.737)
C (-0.948, 0.956, 0.126)
C (2.839, 0.182, -0.080)
O (3.493, -0.738, 0.395)
H (2.743, 1.878, -1.004)
C (1.439, 0.099, -0.164)
H (-1.361, -1.260, -0.199)
H (0.755, -1.323, -1.605)
O (3.357, 1.329, -0.505)
H (-1.772, 1.273, 0.779)
O (-0.301, 1.983, -0.478)
C (-0.878, -0.328, -0.685)

Atom charges from the Mulliken analysis, given in e for atoms 1 to 2: 0.2415, -0.1429



Entry 3:
DFT (wB97M-V/def2-TZVPD) results for a single C5H5NO3 molecule in a non-equilibrium geometry.

Gap between HOMO and LUMO (spin up / spin down) = 6.9 / 6.9 eV
Highest occupied orbital energy (spin up / spin down) = -7.757 / -7.778 eV
E_tot = -12893.26234 eV
LUMO (spin up / spin down) = -0.854 / -0.844 eV
Structure (SMILES) = O=C(O)C1=C2O[C@H]2CN1
Molar mass = 127.10 g mol⁻¹
Charge = 0

Positions of all 14 atoms, in Å:
C (-2.886, -0.052, -0.041)
O (-3.460, -1.033, 0.490)
H (1.018, 0.797, -1.499)
N (-0.545, 0.812, -0.205)
H (1.400, 1.025, 0.275)
C (0.873, -1.041, -0.015)
H (-0.880, 1.820, -0.169)
C (-1.402, -0.174, -0.122)
C (-0.508, -1.563, 0.202)
C (0.782, 0.420, -0.430)
O (-3.481, 0.929, -0.485)
H (-2.994, -1.953, 0.776)
O (0.288, -2.035, -0.831)
H (1.875, -1.186, 0.491)

Atom charges from the Mulliken analysis, given in e for atoms 1 to 2: 0.3845, -0.4639



Entry 4:
DFT (wB97M-V/def2-TZVPD) results for a single C5H5NO3S molecule in a non-equilibrium geometry.

Gap between HOMO and LUMO (spin up / spin down) = 6.1 / 6.8 eV
Highest occupied orbital energy (spin up / spin down) = -5.595 / -9.474 eV
E_tot = -23725.35295 eV
LUMO (spin up / spin down) = 0.526 / -2.631 eV
Spin multiplicity = 3
Molar mass = 159.17 g mol⁻¹
⟨S²⟩ = 2.014
Charge = 0

Positions of all 15 atoms, in Å:
H (-1.628, 0.437, 0.581)
S (2.013, 0.046, 0.596)
O (0.442, 2.029, 1.352)
C (1.256, -1.275, -0.319)
O (-0.220, 3.365, -0.434)
C (-1.121, -2.140, -0.745)
H (1.803, -2.095, -0.690)
C (-0.613, 0.016, 0.331)
N (0.590, 3.288, 0.430)
C (-0.135, -1.204, -0.183)
H (-1.538, -1.759, -1.640)
C (0.423, 0.766, 0.803)
O (1.405, 3.974, 0.870)
H (-1.972, -2.226, -0.162)
H (-0.707, -3.223, -0.792)

Atom charges from the Mulliken analysis, given in e for atoms 1 to 2: 0.2772, -0.1983



Entry 5:
DFT (wB97M-V/def2-TZVPD) results for a single C5H5NO4 molecule in a non-equilibrium geometry.

Gap between HOMO and LUMO = 8.6 eV
Highest occupied orbital energy = -9.015 eV
E_tot = -14940.01570 eV
LUMO = -0.403 eV
Structure (SMILES) = C=C[C@H]1OC=C([N+](=O)[O-])O1
Molar mass = 143.10 g mol⁻¹
Charge = 0

Positions of all 15 atoms, in Å:
C (-0.845, 0.690, -2.665)
H (0.524, -1.161, -1.289)
O (-1.802, -0.829, 2.597)
O (-0.537, -0.544, 0.268)
N (-0.625, -0.620, 2.692)
C (0.064, -0.400, 1.478)
C (1.368, -0.058, 1.280)
O (1.710, -0.116, -0.035)
H (2.163, 0.171, 1.981)
O (-0.015, -0.541, 3.721)
C (0.438, -0.357, -0.723)
H (-1.215, 1.449, -3.341)
H (0.280, 1.777, -1.307)
H (-1.392, -0.309, -3.049)
C (-0.114, 0.848, -1.608)

Atom charges from the Mulliken analysis, given in e for atoms 1 to 2: -0.6952, 0.4747



Entry 6:
DFT (wB97M-V/def2-TZVPD) results for a single C5H5NOS molecule in a non-equilibrium geometry.

Gap between HOMO and LUMO = 10.0 eV
Highest occupied orbital energy = -9.667 eV
E_tot = -19637.17024 eV
LUMO = 0.292 eV
Structure (SMILES) = N#C[C@H]1SCCC1=O
Molar mass = 127.17 g mol⁻¹
Charge = 0

Positions of all 13 atoms, in Å:
H (-1.023, -1.267, 1.255)
H (-1.308, 1.120, -0.203)
H (-0.052, 1.485, 0.928)
N (3.198, -0.960, -1.289)
S (-0.222, -1.670, -1.047)
C (-0.121, -0.698, 0.595)
O (1.120, 2.008, -1.323)
C (0.515, 0.992, -1.089)
C (2.178, -0.509, -1.502)
C (0.774, -0.334, -1.825)
H (0.559, -0.299, -2.938)
C (-0.252, 0.762, 0.176)
H (0.820, -0.995, 1.031)

Atom charges from the Mulliken analysis, given in e for atoms 1 to 2: 0.3223, 0.2310



Entry 7:
DFT (wB97M-V/def2-TZVPD) results for a single C5H5NOS molecule.

Gap between HOMO and LUMO = 9.0 eV
Highest occupied orbital energy = -9.114 eV
E_tot = -19636.67902 eV
LUMO = -0.161 eV
Structure (SMILES) = C#CCN(C=O)C=S
Molar mass = 127.17 g mol⁻¹
Charge = 0

Positions of all 13 atoms, in Å:
H (0.651, 1.405, 2.205)
H (1.767, -3.168, -1.481)
H (0.555, 2.223, 0.292)
O (0.016, -0.450, 2.752)
H (-1.162, -1.408, 1.005)
C (0.086, 1.383, -0.245)
C (0.230, -1.791, -0.511)
S (-0.253, 1.463, -1.833)
C (-0.751, -0.918, 0.122)
H (-1.536, -0.688, -0.577)
C (0.198, 0.431, 1.943)
N (-0.160, 0.337, 0.595)
C (1.030, -2.527, -1.025)

Atom charges from the Mulliken analysis, given in e for atoms 1 to 2: 0.2433, 0.4045



Entry 8:
DFT (wB97M-V/def2-TZVPD) results for a single C5H5NOS molecule in a non-equilibrium geometry.

Gap between HOMO and LUMO = 7.3 eV
Highest occupied orbital energy = -8.078 eV
E_tot = -19635.06897 eV
LUMO = -0.784 eV
Structure (SMILES) = Cc1cnc(=S)oc1
Molar mass = 127.17 g mol⁻¹
Charge = 0

Positions of all 13 atoms, in Å:
S (-4.028, 0.009, 0.089)
H (2.193, 0.176, 1.424)
O (-1.559, -1.052, -0.222)
H (0.118, 2.126, -0.330)
C (-0.222, -1.063, -0.060)
H (2.279, -1.135, -0.135)
N (-1.677, 1.200, -0.022)
C (-2.299, -0.030, -0.206)
H (0.065, -2.215, 0.090)
C (2.051, 0.051, 0.124)
C (0.533, 0.102, -0.119)
H (2.912, 0.616, -0.447)
C (-0.366, 1.216, -0.186)

Atom charges from the Mulliken analysis, given in e for atoms 1 to 2: -0.2891, 0.2216



Entry 9:
DFT (wB97M-V/def2-TZVPD) results for a single C5H5NS molecule in a non-equilibrium geometry.

Gap between HOMO and LUMO = 8.3 eV
Highest occupied orbital energy = -8.600 eV
E_tot = -17584.64005 eV
LUMO = -0.335 eV
Structure (SMILES) = C#CC(=C)/C=N\S
Molar mass = 111.17 g mol⁻¹
Charge = 0

Positions of all 12 atoms, in Å:
H (-2.060, -1.655, -0.070)
S (0.938, 1.295, 1.800)
N (-0.675, 1.489, 1.228)
C (0.845, 0.107, -0.890)
C (-1.079, 0.804, 0.307)
H (1.558, -0.157, 1.561)
C (-0.467, -0.318, -0.310)
C (-1.107, -1.547, -0.297)
H (3.078, 0.885, -1.424)
H (-2.199, 0.908, -0.134)
H (-0.835, -2.578, -0.748)
C (2.005, 0.767, -1.023)

Atom charges from the Mulliken analysis, given in e for atoms 1 to 2: 0.3889, -0.1914



Entry 10:
DFT (wB97M-V/def2-TZVPD) results for a single C5H5NSe molecule in a non-equilibrium geometry.

Gap between HOMO and LUMO = 9.0 eV
Highest occupied orbital energy = -8.382 eV
E_tot = -72099.45690 eV
LUMO = 0.611 eV
Structure (SMILES) = [SeH]c1cccnc1
Molar mass = 158.06 g mol⁻¹
Charge = 0

Positions of all 12 atoms, in Å:
C (-1.050, 0.058, -0.051)
H (-2.744, -1.429, -0.033)
Se (-3.022, -0.067, -0.031)
H (2.760, -0.026, 0.407)
N (1.136, -1.314, 0.073)
H (-0.575, 2.263, 0.008)
H (-0.619, -2.336, -0.208)
C (1.692, -0.078, 0.174)
C (-0.340, 1.206, -0.037)
C (1.073, 1.113, 0.041)
H (1.751, 2.040, -0.202)
C (-0.062, -1.431, -0.140)

Atom charges from the Mulliken analysis, given in e for atoms 1 to 2: -0.1620, 0.0606



Entry 11:
DFT (wB97M-V/def2-TZVPD) results for a gas-phase ion, C5H5O2S (charge -1) in a non-equilibrium geometry.

Gap between HOMO and LUMO = 7.0 eV
Highest occupied orbital energy = -3.447 eV
E_tot = -20195.04345 eV
LUMO = 3.585 eV
Molar mass = 129.16 g mol⁻¹
Charge = -1

Positions of all 13 atoms, in Å:
C (-1.241, -1.091, 0.061)
C (-2.030, 0.009, 0.050)
C (-0.150, 1.387, 0.157)
C (0.679, 0.327, -0.352)
H (0.920, 0.470, -1.521)
O (-3.092, 0.545, 0.166)
H (-1.798, -2.123, 0.303)
O (0.955, -2.056, 0.051)
H (-0.227, 1.471, 1.274)
H (3.253, -0.695, 0.113)
H (-0.168, 2.334, -0.418)
C (0.197, -1.072, -0.123)
S (2.702, 0.494, 0.238)

Atom charges from the Mulliken analysis, given in e for atoms 1 to 2: -0.4372, 0.3838



Entry 12:
DFT (wB97M-V/def2-TZVPD) results for a gas-phase ion, C5H5O3S (charge -1) in a non-equilibrium geometry.

Gap between HOMO and LUMO = 5.9 eV
Highest occupied orbital energy = -2.432 eV
E_tot = -22241.96557 eV
LUMO = 3.492 eV
Molar mass = 145.16 g mol⁻¹
Charge = -1

Positions of all 14 atoms, in Å:
S (-1.179, -0.708, -1.823)
C (2.946, -0.079, 0.096)
C (2.876, 0.850, -0.779)
C (-0.947, 0.180, 0.696)
C (-0.048, -0.249, -0.508)
H (-0.501, -0.427, 1.537)
O (0.802, -1.406, -0.063)
H (-0.362, -0.360, -2.911)
C (2.075, -1.350, 0.350)
H (-2.028, 0.099, 0.668)
O (2.659, -2.314, 0.829)
H (-0.747, 1.199, 1.004)
O (2.982, 1.641, -1.631)
H (3.981, -0.095, 0.593)

Atom charges from the Mulliken analysis, given in e for atoms 1 to 2: -0.3730, -0.6743



Entry 13:
DFT (wB97M-V/def2-TZVPD) results for a gas-phase ion, C5H5O4S (charge -1) in a non-equilibrium geometry.

Gap between HOMO and LUMO = 8.2 eV
Highest occupied orbital energy = -4.819 eV
E_tot = -24291.48897 eV
LUMO = 3.346 eV
Structure (SMILES) = O=C([O-])C1=CCS(=O)(=O)C1
Molar mass = 161.16 g mol⁻¹
Charge = -1

Positions of all 15 atoms, in Å:
H (1.610, -1.742, -0.944)
O (-3.060, -0.654, -0.015)
O (2.141, 0.718, -1.401)
S (1.633, 0.466, -0.069)
H (-0.828, -2.036, -0.251)
C (-2.409, 0.400, -0.116)
H (1.345, -1.920, 0.857)
C (0.094, 1.253, 0.247)
O (2.498, 0.777, 1.046)
C (-0.870, 0.047, 0.020)
O (-2.694, 1.598, -0.253)
H (-0.468, 2.011, -0.286)
C (1.144, -1.315, 0.004)
H (0.163, 1.486, 1.380)
C (-0.300, -1.088, -0.217)

Atom charges from the Mulliken analysis, given in e for atoms 1 to 2: 0.2586, -0.7090



Entry 14:
DFT (wB97M-V/def2-TZVPD) results for a single C5H5OP molecule in a non-equilibrium geometry.

Gap between HOMO and LUMO = 8.1 eV
Highest occupied orbital energy = -8.614 eV
E_tot = -16593.36844 eV
LUMO = -0.515 eV
Molar mass = 112.07 g mol⁻¹
Charge = 0

Positions of all 12 atoms, in Å:
P (-0.604, 0.105, 0.781)
C (0.867, 0.255, -0.542)
H (0.421, 0.608, -1.364)
C (-0.981, 0.418, 2.319)
H (1.481, 0.910, -0.076)
H (1.341, -0.609, -0.625)
O (-4.334, -1.498, 0.611)
C (-1.898, -0.896, 0.042)
C (-3.057, -0.910, 0.702)
H (-0.098, 0.824, 3.005)
H (-1.878, -1.477, -0.934)
C (-4.030, -0.881, 1.725)

Atom charges from the Mulliken analysis, given in e for atoms 1 to 2: 0.4501, -1.1334



Entry 15:
DFT (wB97M-V/def2-TZVPD) results for a single C5H5OPS molecule in a non-equilibrium geometry.

Gap between HOMO and LUMO (spin up / spin down) = 6.7 / 6.9 eV
Highest occupied orbital energy (spin up / spin down) = -8.275 / -8.137 eV
E_tot = -27434.43514 eV
LUMO (spin up / spin down) = -1.543 / -1.267 eV
Structure (SMILES) = O=PC1=CC=CCS1
Molar mass = 144.14 g mol⁻¹
Charge = 0

Positions of all 13 atoms, in Å:
S (0.390, -0.582, 1.676)
C (-1.186, 0.259, 1.296)
O (3.590, 0.384, -0.978)
H (-1.862, -0.192, 1.930)
C (-0.778, -0.167, -1.165)
H (-2.592, -0.629, -0.060)
C (-1.598, -0.156, -0.072)
H (1.251, 0.373, -1.833)
H (-1.153, 1.296, 1.653)
C (0.563, 0.166, -1.053)
C (1.390, -0.224, 0.360)
P (3.152, 0.101, 0.390)
H (-1.167, -0.629, -2.145)

Atom charges from the Mulliken analysis, given in e for atoms 1 to 2: -0.1073, -0.5850